Formula: C5H11NO2
Source: OMol25
Level of theory: ωB97M-V/def2-TZVPD

Structure (XYZ):
```
19
Properties=species:S:1:pos:R:3
C 1.973 1.185 -0.505
C 1.333 -0.107 -0.183
N 1.709 -0.705 1.121
C -0.206 0.113 -0.159
C -1.223 -0.991 0.106
C -2.619 -0.474 0.139
O -3.411 -0.487 1.075
O -2.935 0.098 -1.000
H 1.552 2.110 -0.141
H 2.979 1.271 0.042
H 1.988 1.210 -1.643
H 1.708 -0.935 -0.849
H 2.691 -0.711 1.348
H 1.176 -0.286 1.853
H -0.434 0.842 0.672
H -0.441 0.549 -1.198
H -0.911 -1.644 0.989
H -1.103 -1.637 -0.767
H -3.825 0.601 -0.903
```

Orbital gap = 10.1 eV
Calculated total energy = -402.3346 Ha
HOMO = -9.326 eV
LUMO = 0.73 eV
SMILES = C[C@@H](N)CCC(=O)O
Relative energy (zero: lowest compared OMol25 entry of this formula, charge and spin) = 27.35 kcal per mole